1.
{"formula": "C3H5N3", "method": "wB97M-V/def2-TZVPD", "smiles": "C=NCC1=NN1", "e_lumo_ha": 0.031, "species": ["C", "N", "C", "C", "N", "N", "H", "H", "H", "H", "H"], "xyz": [[1.8181, -0.5599, -0.1646], [0.8347, -1.3582, -0.1479], [-0.4890, -0.8022, 0.0317], [-0.6104, 0.6664, 0.0047], [-0.1261, 1.7515, 0.3676], [-1.5943, 1.5804, -0.3585], [2.8134, -0.9711, -0.3163], [1.7434, 0.5258, -0.0455], [-0.8880, -1.1290, 1.0028], [-1.1715, -1.1936, -0.7297], [-2.3303, 1.4900, 0.3557]], "lowdin_charge": [-0.036, -0.017, -0.177, -0.492, 0.185, 0.073, 0.072, 0.063, 0.134, 0.124, 0.070]}



2.
{"formula": "C4H8N4", "method": "wB97M-V/def2-TZVPD", "smiles": "[H]/N=C(/CN=C=N)NC", "e_lumo_ha": 0.020, "species": ["H", "N", "C", "C", "N", "C", "N", "N", "C", "H", "H", "H", "H", "H", "H", "H"], "xyz": [[0.9543, -2.7023, -0.3458], [1.5248, -1.9533, 0.0393], [0.9847, -0.8008, -0.0060], [1.6796, 0.4403, 0.4131], [0.8988, 1.3933, 1.0388], [-0.3538, 1.2576, 1.1101], [-1.4032, 1.8911, 1.2366], [-0.4584, -0.5393, 0.0406], [-1.1261, -0.0684, -1.1719], [2.6663, 0.2720, 0.8354], [1.6818, 0.5248, -0.8349], [-2.2334, 1.4628, 1.6115], [-0.9239, -1.3556, 0.4302], [-1.0712, -0.8156, -1.9693], [-2.1742, 0.1340, -0.9531], [-0.6463, 0.8593, -1.4745]], "lowdin_charge": [0.047, 0.139, -0.455, -0.199, 0.074, -0.360, 0.137, -0.059, -0.082, 0.120, 0.184, 0.055, 0.139, 0.085, 0.084, 0.091]}



3.
{"formula": "C14H16", "method": "wB97M-V/def2-TZVPD", "smiles": "Cc1ccccc1.Cc1ccccc1", "e_lumo_ha": 0.036, "species": ["C", "C", "C", "C", "C", "C", "C", "H", "H", "H", "H", "H", "H", "H", "H", "C", "C", "C", "C", "C", "C", "C", "H", "H", "H", "H", "H", "H", "H", "H"], "xyz": [[-1.9343, -1.2289, 2.3441], [-1.8659, -1.7673, 0.9420], [-3.0074, -1.7833, 0.1446], [-2.9492, -2.3475, -1.1192], [-1.7346, -2.7681, -1.6586], [-0.5895, -2.7068, -0.8789], [-0.6529, -2.2078, 0.4086], [-2.0059, -0.1355, 2.3497], [-1.1381, -1.5547, 3.0082], [-2.8990, -1.5034, 2.7732], [-3.9541, -1.4744, 0.5598], [-3.8111, -2.3685, -1.7779], [-1.7272, -3.0998, -2.6886], [0.3129, -3.1631, -1.2775], [0.2144, -2.1668, 1.0512], [2.6416, 2.4196, -2.3260], [2.1062, 2.1706, -0.9329], [0.9302, 1.4281, -0.7665], [0.4377, 1.1446, 0.4981], [1.0828, 1.5990, 1.6336], [2.2506, 2.3289, 1.4741], [2.8007, 2.5272, 0.2071], [1.8503, 2.7878, -2.9716], [3.1644, 1.5410, -2.7142], [3.3753, 3.2177, -2.2404], [0.4612, 1.0341, -1.6560], [-0.5146, 0.6326, 0.4785], [0.7283, 1.4827, 2.6465], [2.7508, 2.7933, 2.3121], [3.6764, 3.1689, 0.1767]], "lowdin_charge": [-0.058, -0.296, -0.055, -0.091, -0.100, -0.091, -0.068, 0.077, 0.079, 0.075, 0.108, 0.100, 0.098, 0.104, 0.110, -0.051, -0.283, -0.048, -0.090, -0.093, -0.092, -0.062, 0.076, 0.085, 0.068, 0.111, 0.085, 0.097, 0.099, 0.107]}



4.
{"formula": "C6H6S", "method": "wB97M-V/def2-TZVPD", "smiles": "SC=C1C=CC=C1", "e_lumo_ha": [-0.018, -0.018], "species": ["S", "C", "C", "C", "C", "C", "C", "H", "H", "H", "H", "H", "H"], "xyz": [[-0.9722, 2.2398, -1.6667], [0.2868, 1.1940, -1.2691], [0.1642, 0.1295, -0.1753], [1.0748, -1.0071, 0.0666], [0.5580, -1.5680, 1.1818], [-0.6966, -0.9474, 1.5952], [-0.9621, -0.0049, 0.6502], [-0.5096, 2.9357, -2.7123], [1.1753, 1.4228, -1.9145], [2.0030, -1.2279, -0.3258], [0.8597, -2.4772, 1.5853], [-1.1264, -1.2100, 2.4839], [-1.8550, 0.5208, 0.5007]], "lowdin_charge": [0.801, -0.420, -0.294, -0.056, -0.106, -0.052, -0.118, -0.124, 0.073, 0.074, 0.076, 0.069, 0.077]}